An isolated molecule of C5H7NO2. Source: the OMol25 dataset; level of theory: ωB97M-V/def2-TZVPD.

Last column: natural (NBO) charge in e.
CARTESIAN COORDINATES (ANGSTROEM)
O -1.267 2.060 0.470  -0.62
O -3.227 -1.347 -0.549  -0.52
N -0.969 -0.858 -0.886  -0.57
C 0.835 1.005 0.611  -0.57
C 0.419 -1.113 -0.753  -0.21
C 1.016 -0.516 0.524  -0.39
C -2.083 -1.198 -0.659  0.87
C -0.511 1.331 1.185  0.30
H 1.012 1.477 -0.374  0.17
H 0.605 -2.194 -0.770  0.21
H 1.571 1.400 1.319  0.25
H -0.925 2.350 -0.416  0.44
H 0.542 -0.966 1.397  0.23
H 2.079 -0.765 0.529  0.21
H 0.905 -0.667 -1.630  0.20

Computed properties:
**Kohn-Sham gap**: 9.015 eV
**Maximum force**: 1.51 eV/Å
**E_tot**: -10880.8148 eV
**Charge**: 0
**Energy relative to the best compared isomer or geometry (same formula, charge and spin)**: 64.6 kcal/mol

A 2-piece molecular cluster, C5H5N5O overall. Source: the OMol25 dataset; level of theory: ωB97M-V/def2-TZVPD.

Last column: natural (NBO) charge in e.
CARTESIAN COORDINATES (ANGSTROEM)
O -2.981 1.169 -0.397  -0.29
N 0.712 1.170 -1.193  -0.30
N -2.393 0.222 -0.032  0.32
N 1.133 0.331 -0.200  -0.18
N -0.270 1.739 0.739  -0.50
N -1.154 -3.112 0.782  -0.24
C -2.029 -0.844 0.354  0.02
C 0.478 0.621 0.916  0.16
C 1.948 -0.829 -0.452  -0.41
C -0.054 2.046 -0.537  0.13
C -1.556 -2.039 0.630  0.19
H -0.655 2.788 -0.948  0.21
H 2.881 -0.572 0.109  0.22
H 0.405 -0.058 1.834  0.22
H 2.180 -0.910 -1.449  0.23
H 1.355 -1.720 -0.157  0.22

Computed properties:
**Kohn-Sham gap**: 9.583 eV
**Maximum force**: 6.26 eV/Å
**SMILES string**: N#CC#[N+][O-].Cn1cncn1
**E_tot**: -14759.1990 eV
**Charge**: 0
**Energy relative to the best compared isomer or geometry (same formula, charge and spin)**: 117.7 kcal/mol

A 5-piece molecular cluster, C4H19N2O5S overall. Source: the OMol25 dataset; level of theory: ωB97M-V/def2-TZVPD.

Last column: Mulliken spin population.
CARTESIAN COORDINATES (ANGSTROEM)
S -2.086 0.057 1.219  0.94
O 1.385 -1.949 2.713  0.00
O -1.122 0.898 -3.127  0.00
O 1.914 1.265 0.772  0.01
O -2.676 -1.181 -2.467  0.00
O 2.506 0.415 3.265  0.00
N 0.869 -0.669 0.272  0.02
N 0.765 2.898 -0.773  0.00
C 0.410 1.443 -0.974  0.05
C 1.091 0.645 0.109  -0.05
C -1.361 -1.567 0.747  0.00
C -0.245 -1.399 -0.284  0.03
H 1.707 -1.183 3.079  0.00
H -2.863 -1.880 -3.111  0.00
H 0.094 -2.402 -0.583  -0.01
H 0.279 3.484 -1.457  0.00
H -2.202 -2.212 0.370  0.04
H -1.009 -2.112 1.628  -0.01
H 0.688 1.112 -2.024  0.00
H -1.711 0.161 -2.893  0.00
H -0.631 -0.940 -1.260  -0.01
H -1.681 0.151 2.502  -0.01
H 0.548 3.129 0.214  0.00
H 2.295 0.812 2.404  0.00
H 1.804 2.966 -0.854  0.00
H 3.468 0.503 3.369  0.00
H 1.324 -1.147 1.069  0.01
H -3.509 -1.016 -1.989  0.00
H 1.916 -2.660 3.097  0.00
H -0.708 1.372 -0.963  -0.02
H -1.258 1.008 -4.072  0.00

Computed properties:
**Kohn-Sham gap (alpha / beta)**: 10.090 / 4.693 eV
**Maximum force**: 4.26 eV/Å
**E_tot**: -28491.7540 eV
**Charge**: +2
**Spin multiplicity**: 2

A 2-piece molecular cluster, C7H14O overall. Source: the OMol25 dataset; level of theory: ωB97M-V/def2-TZVPD.

Last column: Mulliken spin population.
CARTESIAN COORDINATES (ANGSTROEM)
O 2.002 -1.423 1.735  0.00
C -0.895 0.211 -1.109  -0.02
C -1.022 0.039 0.358  0.27
C 1.360 1.038 -1.507  0.19
C 0.930 -1.319 -2.139  0.00
C -1.675 0.869 2.648  0.01
C -1.527 0.995 1.182  0.28
C 0.515 -0.016 -1.588  0.10
H 1.930 -0.486 1.469  0.00
H 1.818 -2.005 0.974  0.00
H 1.176 1.921 -0.907  0.00
H 0.862 -2.074 -1.346  0.01
H -1.170 1.219 -1.424  0.02
H -0.507 -0.872 0.653  0.03
H 2.383 0.908 -1.840  0.01
H -0.920 1.502 3.136  0.04
H -2.699 1.114 2.934  0.02
H -1.704 2.015 0.871  0.01
H -1.602 -0.507 -1.560  0.02
H 0.287 -1.697 -2.940  0.01
H -1.431 -0.115 3.054  0.00
H 1.890 -1.317 -2.653  0.00

Computed properties:
**Kohn-Sham gap (alpha / beta)**: 10.634 / 5.294 eV
**Maximum force**: 2.42 eV/Å
**E_tot**: -9523.2161 eV
**Charge**: +1
**Energy relative to the best compared isomer or geometry (same formula, charge and spin)**: 28.6 kcal/mol
**Spin multiplicity**: 2

C4H7N3O2 as an isolated structure. Source: the OMol25 dataset; level of theory: ωB97M-V/def2-TZVPD.

Last column: natural (NBO) charge in e.
CARTESIAN COORDINATES (ANGSTROEM)
O -1.716 -0.808 0.969  -0.39
O -2.097 0.949 -0.269  -0.37
N 0.670 0.642 0.277  -0.49
N 0.352 -1.222 -1.080  -0.43
N -1.482 -0.021 0.044  0.53
C -0.132 0.047 -0.752  0.16
C 1.191 -1.633 -0.321  0.19
C 1.556 -0.557 0.862  -0.35
C 1.476 1.938 -0.002  -0.47
H 0.863 -1.028 1.800  0.26
H -0.572 0.856 -1.420  0.25
H 1.113 2.774 1.098  0.23
H 2.697 1.733 -0.311  0.22
H 0.827 2.523 -0.945  0.22
H 2.652 -0.012 1.053  0.25
H 1.611 -2.537 -0.296  0.18

Computed properties:
**Kohn-Sham gap**: 9.820 eV
**Maximum force**: 6.86 eV/Å
**E_tot**: -12818.5688 eV
**Charge**: 0
**Energy relative to the best compared isomer or geometry (same formula, charge and spin)**: 206.6 kcal/mol

A 2-piece molecular cluster, C21H17Br2O2S overall. Source: the OMol25 dataset; level of theory: ωB97M-V/def2-TZVPD.

Last column: natural (NBO) charge in e.
CARTESIAN COORDINATES (ANGSTROEM)
Br -3.620 -4.485 0.599  0.08
Br -4.341 -0.219 4.142  0.07
S 2.019 -1.311 1.321  -0.50
O 0.104 5.560 0.987  -0.49
O -4.669 -2.886 2.835  -0.58
C 0.447 2.017 0.201  -0.13
C -0.952 6.432 1.313  -0.25
C -1.904 2.509 0.407  -0.11
C 2.531 -2.030 -0.094  -0.18
C -2.119 -0.581 0.641  -0.13
C -3.224 -2.707 1.008  -0.21
C 2.160 -3.346 -0.402  -0.26
C 3.792 -3.852 -3.777  -0.63
C -1.615 3.823 0.645  -0.35
C -3.586 -0.837 2.556  -0.20
C -0.279 4.266 0.693  0.32
C 2.568 -3.930 -1.579  -0.24
C -2.385 -1.948 0.283  -0.13
C -2.769 -0.072 1.818  -0.17
C -3.891 -2.200 2.186  0.48
C 0.740 3.324 0.456  -0.26
C 3.362 -3.234 -2.489  -0.03
C 3.344 -1.335 -1.001  -0.27
C 3.744 -1.932 -2.175  -0.23
C -1.171 0.162 -0.041  0.01
C -0.884 1.559 0.192  -0.15
H -2.415 4.527 0.793  0.21
H 1.232 1.296 0.057  0.26
H 1.764 3.651 0.516  0.23
H -1.900 -2.374 -0.578  0.23
H 4.364 -1.390 -2.869  0.18
H -0.536 -0.363 -0.738  0.24
H -1.603 6.569 0.450  0.17
H 3.413 -4.870 -3.884  0.20
H 2.274 -4.941 -1.805  0.19
H -2.533 0.917 2.165  0.23
H 4.880 -3.897 -3.850  0.20
H 1.554 -3.891 0.304  0.21
H 3.426 -3.275 -4.629  0.20
H -0.524 7.395 1.589  0.19
H 3.653 -0.331 -0.762  0.20
H -2.931 2.189 0.353  0.21
H -1.519 6.043 2.160  0.18

Computed properties:
**Kohn-Sham gap**: 4.271 eV
**Maximum force**: 2.50 eV/Å
**E_tot**: -177068.5262 eV
**Charge**: -1